Entry 1:
A cluster of 2 separate species, C2H4O2S in total. Source: OMol25; level of theory: ωB97M-V with the def2-TZVPD basis set.

**Electronic energy**: -627.2233 a.u.
**Maximum force**: 0.0179 hartree/bohr
**HOMO-LUMO gap**: 8.65 eV
**Multiplicity**: 1
**Energy relative to the best compared isomer or geometry (same formula, charge and spin)**: 1.655 eV
**M**: 92.119 g mol⁻¹

Cartesian coordinates (Å):
1 C -0.838 -0.007 0.253
2 C -2.073 0.012 -0.198
3 O 3.298 1.180 -0.130
4 O 2.111 -0.947 -0.130
5 S 3.331 -0.232 0.117
6 H -0.036 -0.460 -0.304
7 H -0.560 0.433 1.199
8 H -2.898 0.456 0.339
9 H -2.335 -0.434 -1.146

Atomic partial charges in e from the Löwdin method, atoms 1 to 5: atom 1 (C): -0.082, atom 2 (C): -0.080, atom 3 (O): -0.427, atom 4 (O): -0.444, atom 5 (S): 0.891

Entry 2:
A structure of composition C52H70AsBr2MoN4O3PS. Source: OMol25; level of theory: ωB97M-V with the def2-TZVPD basis set.

**Electronic energy**: -10659.4040 a.u.
**<S²>**: 2.019
**Maximum force**: 0.0127 hartree/bohr
**HOMO-LUMO gap (alpha / beta)**: 5.69 / 5.17 eV
**Multiplicity**: 3
**Energy relative to the best compared isomer or geometry (same formula, charge and spin)**: 0.151 eV
**M**: 1192.868 g mol⁻¹
**Total charge**: +2

Cartesian coordinates (Å):
1 Mo 0.222 0.575 -2.706
2 C 0.294 -6.343 1.449
3 C -0.624 -5.243 2.001
4 C -0.109 -4.789 3.375
5 C -2.028 -5.818 2.176
6 C -0.602 -4.056 1.042
7 C 0.600 -3.396 0.791
8 C 0.623 -2.336 -0.075
9 Br 2.246 -1.387 -0.226
10 C -0.517 -1.902 -0.773
11 O -0.328 -0.856 -1.638
12 C -1.745 -2.529 -0.532
13 C -1.724 -3.588 0.389
14 C -3.138 -2.246 -1.129
15 C -4.102 -1.900 0.022
16 C -3.632 -3.526 -1.831
17 C -3.235 -1.084 -2.122
18 H 0.293 -7.204 2.122
19 H 1.325 -5.998 1.351
20 H -0.046 -6.679 0.467
21 H -0.119 -5.627 4.075
22 H -0.740 -3.994 3.780
23 H 0.917 -4.416 3.317
24 H -1.992 -6.654 2.876
25 H -2.433 -6.197 1.235
26 H -2.724 -5.079 2.582
27 H 1.515 -3.688 1.291
28 H -2.664 -4.081 0.587
29 H -4.284 -2.747 0.683
30 H -5.067 -1.589 -0.386
31 H -3.700 -1.083 0.628
32 H -3.850 -4.315 -1.112
33 H -2.889 -3.923 -2.523
34 H -4.553 -3.325 -2.383
35 H -3.208 -0.124 -1.612
36 H -4.198 -1.139 -2.634
37 H -2.453 -1.096 -2.872
38 O 4.034 -0.616 -3.249
39 C 3.199 0.185 -2.980
40 O 1.925 0.070 -3.462
41 C 3.457 1.454 -2.186
42 P 1.941 2.170 -1.456
43 C 2.073 3.957 -1.818
44 C 2.154 4.901 -0.794
45 C 2.318 6.247 -1.096
46 C 2.405 6.668 -2.413
47 C 2.349 5.733 -3.438
48 C 2.185 4.390 -3.141
49 C 2.013 2.094 0.345
50 C 0.929 2.610 1.050
51 C 0.956 2.677 2.434
52 C 2.069 2.223 3.124
53 C 3.154 1.707 2.428
54 C 3.131 1.646 1.043
55 H 3.837 2.195 -2.894
56 H 4.253 1.279 -1.468
57 H 2.104 4.602 0.242
58 H 2.389 6.965 -0.289
59 H 2.538 7.718 -2.640
60 H 2.446 6.046 -4.471
61 H 2.195 3.682 -3.954
62 H 0.061 2.981 0.521
63 H 0.106 3.076 2.972
64 H 2.097 2.277 4.206
65 H 4.030 1.362 2.961
66 H 3.993 1.245 0.525
67 Br 1.776 3.341 -9.755
68 C 1.193 3.012 -8.005
69 C -0.079 3.414 -7.615
70 C -0.508 3.176 -6.321
71 C 0.329 2.532 -5.413
72 C 1.587 2.103 -5.820
73 C 2.024 2.354 -7.110
74 N -0.109 2.335 -4.053
75 C -0.839 3.258 -3.550
76 C -1.449 3.064 -2.245
77 C -2.209 4.030 -1.619
78 C -2.765 3.732 -0.376
79 C -2.526 2.494 0.185
80 C -1.745 1.573 -0.503
81 N -1.232 1.848 -1.702
82 H -0.734 3.902 -8.324
83 H -1.517 3.462 -6.049
84 H 2.230 1.575 -5.139
85 H 3.007 2.027 -7.421
86 H -1.013 4.193 -4.075
87 H -2.360 4.992 -2.090
88 H -3.371 4.466 0.139
89 H -2.918 2.213 1.154
90 H -1.520 0.603 -0.086
91 C 4.277 0.290 6.838
92 C 3.856 -0.612 5.686
93 C 2.414 -1.088 5.813
94 C 1.974 -1.995 4.653
95 N 1.229 -1.301 3.612
96 C -0.088 -1.024 3.623
97 S -0.747 -0.145 2.333
98 N -0.794 -1.449 4.676
99 C -2.234 -1.304 4.866
100 C -2.578 -0.770 6.253
101 C -2.375 0.735 6.432
102 C -0.943 1.235 6.258
103 H 5.323 0.584 6.755
104 H 4.151 -0.218 7.796
105 H 3.675 1.201 6.869
106 H 4.517 -1.482 5.630
107 H 3.973 -0.079 4.735
108 H 1.748 -0.220 5.841
109 H 2.288 -1.609 6.767
110 H 1.383 -2.842 5.009
111 H 2.845 -2.436 4.164
112 H 1.728 -0.873 2.849
113 H -0.289 -1.867 5.442
114 H -2.707 -2.276 4.701
115 H -2.595 -0.629 4.094
116 H -2.010 -1.323 7.012
117 H -3.628 -1.004 6.441
118 H -2.728 1.007 7.429
119 H -3.030 1.257 5.727
120 H -0.243 0.643 6.854
121 H -0.858 2.271 6.593
122 H -0.620 1.194 5.214
123 C -1.327 -2.624 -4.689
124 As -0.760 -0.782 -4.864
125 C 0.499 -0.956 -6.325
126 C -2.314 0.024 -5.696
127 H -1.570 -2.971 -5.692
128 H -2.202 -2.706 -4.055
129 H -0.519 -3.227 -4.281
130 H 0.530 -0.045 -6.914
131 H 0.165 -1.783 -6.949
132 H 1.489 -1.173 -5.928
133 H -2.634 -0.598 -6.531
134 H -2.074 1.017 -6.067
135 H -3.121 0.087 -4.968

Atomic partial charges in e from the Löwdin method, atoms 1 to 5: atom 1 (Mo): 1.477, atom 2 (C): -0.032, atom 3 (C): -0.545, atom 4 (C): -0.037, atom 5 (C): -0.052